Entry 1:
One molecule with the formula C5H8O. Source: the OMol25 dataset; level of theory: wB97M-V/def2-TZVPD.

Last column: natural (NBO) charge in e.
Element x y z (Å)
O -0.3467 2.7009 0.8524  -0.52
H -1.3325 0.2455 1.8225  0.24
H -0.6374 -1.1646 -1.5204  0.20
C -0.1705 1.5690 0.4940  0.59
C 0.2227 -0.5847 0.3664  -0.21
H 0.7888 -2.1358 -1.0572  0.22
H 0.8794 0.8967 -1.3438  0.23
H 1.2304 -0.3667 0.6994  0.27
H -0.7707 -2.3962 -0.2692  0.22
H -1.7794 0.2157 0.1008  0.23
C -0.9329 0.2979 0.8068  -0.55
C 0.9721 0.9619 -0.2715  -0.54
H 1.9745 1.3856 -0.0048  0.24
C -0.0978 -1.6253 -0.6754  -0.63

HOMO-LUMO gap (eV): 10.07
Highest occupied orbital energy (Eh): -0.333
Relative energy (zero: lowest compared OMol25 entry of this formula, charge and spin) (kJ/mol): 286.7
E_tot (eV): -7359.28369
Structure (SMILES): CC1CC(=O)C1

Entry 2:
A 14-piece molecular cluster, C43H117N3O17 overall. Source: the OMol25 dataset; level of theory: wB97M-V/def2-TZVPD.

Last column: Mulliken charge in e.
Element x y z (Å)
H 40.6338 -9.3198 11.4340  0.44
H 39.1991 -8.9011 10.3480  -0.30
O 36.4004 -6.4368 9.1452  0.70
C 26.2339 -8.6275 13.3467  0.45
H 28.8440 -11.8560 16.8417  0.30
O 32.8411 -12.0626 15.2369  -0.67
H 33.1860 -11.2351 15.5800  0.29
H 34.9185 -5.6235 8.1955  0.12
N 34.2823 -7.2538 12.1409  1.44
H 29.7764 -9.5373 9.5679  -0.03
C 30.7735 -9.1751 13.5259  0.33
H 35.1705 -6.7397 15.8148  0.18
H 36.4326 -10.7867 13.8266  0.07
H 37.5868 3.7225 11.6059  0.29
O 30.5477 -5.1739 14.4360  -0.56
H 37.7493 -0.8496 13.1030  0.37
H 38.0792 -7.3041 5.2480  0.37
C 34.6211 -7.0784 10.6813  -0.77
H 32.4538 -8.8534 10.7997  -0.80
H 26.0723 -8.5399 15.5186  0.45
H 42.5231 -11.3090 8.8218  0.40
H 41.7255 -6.4786 4.3712  0.40
C 33.9231 -4.7599 6.7656  -0.88
O 34.0020 -5.5933 7.9115  -0.26
H 37.3358 -12.5201 12.3940  0.11
H 36.7208 -4.9331 15.0379  0.56
C 34.9479 -3.1270 10.9352  0.89
C 34.4967 -11.1424 10.0675  0.89
H 38.4700 2.7687 10.3357  0.31
H 36.8577 -7.0437 15.9846  0.50
H 34.6787 -11.9974 10.7187  0.44
H 36.5252 -10.8427 9.4312  -0.54
C 30.3611 -10.8235 8.0108  0.26
H 40.1509 -5.7679 4.2420  0.38
H 38.5314 -8.3926 6.6191  0.10
H 40.7448 -8.1714 10.0491  0.45
H 36.2798 0.0631 13.3524  0.41
H 30.2020 -8.6640 8.1627  0.40
H 31.5459 -11.9487 9.3656  -0.15
H 27.8038 -9.7956 12.2573  0.35
H 40.2480 -11.1813 9.7978  0.35
H 35.4997 -0.6994 11.2198  0.23
H 25.4157 -9.3462 13.2996  0.25
H 33.0490 -9.5596 12.2737  -0.74
C 42.2204 -10.3688 9.2829  -1.45
H 35.0980 -13.5010 13.5172  0.30
H 24.8616 -7.3614 13.7229  0.34
H 30.3624 -11.2690 17.2139  0.24
H 38.8419 -8.8614 4.9711  0.45
H 32.5901 -7.3731 13.4299  0.00
H 29.7921 -6.4786 13.0657  -0.18
C 29.4410 -5.6699 13.7066  -0.25
O 35.6848 -12.3599 8.4302  -0.65
C 37.5152 2.9685 10.8220  -0.76
H 30.0656 -6.9589 17.6660  0.27
H 34.2345 -3.7623 7.0752  0.28
O 37.9790 -1.7056 9.3285  -0.70
H 34.6181 -5.0976 5.9969  0.27
H 33.7275 -11.4355 13.5590  -0.76
C 35.2179 -10.1273 7.8509  -1.02
H 36.5015 -9.9622 12.4104  -0.31
N 36.3602 -1.1243 11.5346  -0.15
C 26.7853 -8.6986 14.7096  -0.84
O 36.8554 1.7789 11.3830  -0.32
C 37.7038 0.9324 12.1178  -0.59
C 40.1995 -7.3444 5.7208  1.25
H 30.7325 -5.7374 15.1910  0.25
H 29.8690 -12.1836 9.6023  0.35
H 37.9373 -8.9841 14.9382  0.51
H 32.2651 -6.5812 11.8907  0.16
H 31.1672 -12.4559 15.4443  0.46
H 35.3564 -2.2491 12.8990  0.68
H 28.0360 -8.0721 12.1703  0.13
C 36.3329 -5.7200 14.3910  -0.75
O 33.9221 -2.2134 10.5932  -0.58
H 34.5799 -3.9015 15.0914  0.44
C 37.8239 -6.4563 8.8027  -0.45
H 37.8373 -8.0895 13.4606  0.28
H 32.9476 -4.5819 6.3128  0.26
H 31.5300 -9.5296 9.0798  -0.19
C 39.3024 -3.1520 8.2389  -1.88
C 30.6191 -12.1097 8.8149  -0.78
H 31.1020 -10.1154 6.2563  0.30
O 30.9988 -9.0168 12.1512  -0.19
O 25.6637 -7.3714 13.1955  -0.57
C 37.1077 -10.1088 13.3043  0.52
H 33.5604 -3.9828 13.6968  0.24
C 36.0647 -6.9799 15.2396  -0.98
C 30.4923 -9.5379 8.7460  -0.35
O 30.4808 -7.0379 16.8041  -0.51
C 37.2788 -8.7784 14.0943  -0.72
H 39.7824 -2.2764 7.8020  0.48
H 35.2164 -12.7992 15.0915  0.36
C 34.5222 -13.3074 14.4222  -1.49
H 35.5249 -3.3390 10.0351  0.29
H 34.5051 -10.3097 10.7708  -0.79
C 27.2702 -8.8474 12.1928  -1.12
H 38.5629 -3.4324 7.4888  0.35
C 34.2128 -4.5868 14.3274  -1.10
H 31.9402 -13.9662 13.6458  0.46
H 33.1298 -2.6458 8.6941  0.24
C 36.1634 -6.7723 10.4960  -0.06
H 38.0949 1.4532 12.9919  0.41
C 36.9755 -0.2811 12.5872  -0.65
C 33.3621 -12.3616 14.0028  2.12
H 37.8916 -3.6518 9.8443  -1.27
O 40.2201 -9.8386 8.2665  -0.35
H 29.4091 -10.8603 7.4812  0.40
H 34.5591 -4.0707 11.3180  -0.58
C 40.2718 -9.0742 10.4356  -0.80
H 36.8626 3.3487 10.0360  0.25
H 34.4420 -6.3721 12.6070  -0.76
C 35.5500 -11.0425 8.9872  0.98
H 31.3854 -9.9510 13.9859  -0.23
C 32.3125 -13.0596 13.1686  -1.81
H 32.5654 -3.7299 9.9372  0.14
H 39.0924 -2.6441 11.6344  0.24
C 29.6999 -11.3870 16.3564  -0.43
H 34.1727 -10.2871 7.5860  0.22
H 40.8042 -8.8142 6.7154  0.36
H 39.0785 -12.3677 11.9974  0.33
H 31.9958 -2.0958 9.9076  0.36
H 40.1171 -1.7030 10.5972  0.29
H 29.7471 -9.5418 13.5387  0.06
H 27.5600 -7.9364 14.7929  0.01
C 40.7194 -10.2451 9.4988  0.36
C 35.8746 -2.4670 11.9652  -0.96
H 29.4079 -10.4408 15.9006  0.00
H 27.3120 -9.6143 14.9785  0.16
H 38.0145 -5.9679 7.8470  0.33
H 36.7074 -3.1265 12.2095  0.07
H 37.9722 -11.4811 11.0876  -0.24
H 30.7703 -13.0031 8.2090  0.36
H 35.4251 -7.9069 13.6120  0.08
H 42.6198 -9.6122 8.6076  0.25
C 38.1335 -11.8355 12.1057  0.04
H 29.1080 -4.9699 12.9403  0.44
H 37.0370 -6.0188 13.6144  0.25
H 42.7217 -10.3524 10.2506  0.38
H 32.4261 -6.7852 17.2426  0.31
H 26.7102 -8.8552 11.2577  0.45
H 37.4036 -1.5016 10.0694  0.35
H 36.6688 -7.7132 10.7135  -0.10
H 40.3018 -6.5818 6.4928  -0.05
H 38.2810 -7.4446 8.7531  -0.28
H 34.3657 -7.9648 10.1006  -0.30
C 38.6307 -2.9005 9.5661  2.97
H 28.6452 -6.0765 14.3308  0.18
N 35.9008 -8.1966 14.4545  -0.07
C 38.8173 -8.0027 5.6421  -1.22
H 35.9421 -10.3120 7.0575  0.46
H 30.7945 -8.2394 14.0845  -0.15
C 39.6168 -2.6679 10.6791  -1.52
O 30.2123 -12.3581 15.4574  -0.57
H 34.1899 -14.2601 14.8344  0.36
C 32.3673 -8.8030 11.8851  1.40
H 34.0492 -6.2181 10.3335  0.29
O 35.2512 -5.1929 13.6118  0.26
H 33.5525 -5.3755 14.6883  0.12
H 32.0466 -7.9490 15.9419  -0.07
H 40.4394 -7.2512 3.4728  0.36
H 40.4193 -3.4051 10.6567  0.43
H 40.0996 -3.8948 8.2684  0.36
C 32.8871 -2.7044 9.7551  -0.61
H 32.8020 -13.3349 12.2344  0.43
C 31.7565 -7.5855 16.9277  -0.33
H 39.9977 -10.6577 7.8178  0.19
C 40.6624 -6.7179 4.3968  -1.65
O 31.3174 -10.7444 6.9488  -0.58
H 35.4261 -9.1049 8.1660  -0.01
H 38.4828 -6.0110 9.5482  0.27
H 33.4981 -11.0894 9.6337  -0.53
H 31.8549 -8.4915 17.5257  0.42
H 31.4459 -12.4049 13.0772  0.32
H 38.5316 0.6012 11.4907  0.22
O 38.3052 -10.7825 12.9987  -0.48
H 34.8586 -12.5757 7.9915  0.37
C 32.8023 -7.4047 12.3612  0.25
H 36.5486 -6.0259 11.1907  0.11
O 41.1580 -8.2520 6.0224  -0.58

HOMO-LUMO gap (eV): 9.30
Highest occupied orbital energy (Eh): -0.329
E_tot (eV): -85758.09116

Entry 3:
C26H45AgNO17 as an isolated structure. Source: the OMol25 dataset; level of theory: wB97M-V/def2-TZVPD.

Last column: Mulliken charge in e.
Element x y z (Å)
C 6.9311 16.2197 7.9729  0.24
H 6.4695 14.9687 9.6229  0.35
H 5.9778 15.8576 7.5823  0.27
H 6.1307 17.0065 1.0005  -0.16
H 6.0645 24.3175 6.0868  0.27
H 2.2469 22.6466 1.5905  0.45
N 7.7524 19.7556 1.0613  0.53
O 6.5030 21.2315 4.5829  -0.33
H 7.7211 16.4500 7.2631  0.01
H 8.9655 12.1645 6.8901  0.38
H 2.6521 21.1293 2.4146  0.24
C 6.3551 18.5312 7.8598  0.72
H 3.6465 23.1112 3.3637  0.36
C 5.7152 20.8145 8.0750  -0.45
H 4.6131 23.4662 1.8819  0.37
C 3.0400 21.9218 1.7749  -0.93
C 6.7063 19.6459 0.0362  -0.36
C 5.3905 19.6218 0.4160  0.91
C 4.3953 19.4104 -0.5206  -0.48
H 9.4454 14.5973 6.2414  0.38
C 4.1436 22.6951 2.4873  -0.40
C 8.4827 15.5898 4.0373  0.24
C 10.6906 19.7707 5.0776  0.58
H 9.6954 22.1642 5.7193  0.26
H 12.5727 15.8820 3.9738  0.38
H 10.9244 17.1774 5.1903  0.09
O 5.8460 23.3419 4.2898  -0.42
C 8.6586 14.0018 5.7776  0.15
H 7.3937 24.4986 4.8305  0.28
H 7.9267 14.4616 8.7769  0.31
O 9.5651 19.7232 4.6215  -0.56
C 4.2485 17.5804 3.3614  0.36
H 2.2300 19.5430 5.0004  0.33
H 10.0173 12.3758 5.5088  0.35
H 8.3823 11.9167 5.1851  0.35
O 11.1621 20.6882 5.8948  -0.36
H 5.0573 21.3535 8.7484  0.36
H 5.3307 20.9186 7.0569  0.05
C 9.0339 14.6428 1.9438  -0.92
H 8.1405 19.4874 -1.5801  0.53
H 4.9169 16.0348 0.2102  0.37
O 5.7860 19.4920 8.5539  -0.43
H 10.8202 17.5495 3.4836  0.09
O 8.5182 15.7272 2.7199  -0.07
O 6.4857 17.4645 8.5946  -0.33
C 4.7489 19.4000 -1.8687  -0.83
C 3.2236 19.2145 4.7125  -0.19
H 7.7380 14.1218 6.3578  -0.06
H 3.7169 18.9410 5.6487  0.05
O 5.3472 18.0722 3.4732  0.17
H 3.8022 20.0014 4.2228  -0.20
H 5.1273 19.7696 1.4579  0.10
C 8.9895 12.5146 5.8611  -1.44
H 6.7080 21.2685 8.0479  0.24
H 9.3674 20.9884 6.9865  0.05
H 9.1012 14.9759 0.9109  0.25
O 8.8928 19.9518 0.6945  -0.61
C 10.1637 21.5205 6.4621  -0.46
C 7.3676 15.3294 9.1222  -1.25
H 6.3686 15.2232 0.7992  0.42
C 12.7697 16.9450 4.1156  -1.47
H 13.2520 17.3276 3.2152  0.35
H 9.9939 14.2698 2.2881  0.29
C 7.1014 19.5265 -1.2906  -0.66
H 7.1402 23.0090 5.8786  0.05
O 7.4375 19.6068 2.2293  -0.21
Ag 7.3321 18.7919 4.4820  2.18
H 7.9604 15.8992 9.8356  0.34
O 8.4012 16.5448 4.7533  -0.16
H 3.3532 21.4744 0.8323  0.12
C 6.6966 23.8449 5.3379  -0.45
O 11.7140 19.0327 4.6147  -0.38
H 6.3560 19.2925 -3.2973  0.43
C 5.8973 22.0665 3.9680  0.20
C 11.4492 17.6633 4.3681  0.43
H 3.3498 19.2703 -0.2846  0.55
H 5.9173 15.8675 3.0499  -0.28
O 3.9723 16.4299 2.7884  -0.43
O 5.1841 21.7752 2.8863  -0.08
H 4.0074 19.2278 -2.6374  0.40
C 6.1018 19.3671 -2.2504  -0.56
O 8.4683 14.3223 4.4112  -0.34
H 13.4731 17.1102 4.9311  0.37
H 8.3051 13.8300 1.9154  0.38
H 4.8330 14.5933 2.4371  0.47
O 3.1500 18.1336 3.7981  -0.44
H 10.6060 22.1492 7.2323  0.34
C 5.6600 16.0282 1.0116  -0.74
C 5.1023 15.6401 2.3569  0.07
O 6.7161 18.6464 6.7066  -0.38

HOMO-LUMO gap (eV): 9.21
Highest occupied orbital energy (Eh): -0.431
Relative energy (zero: lowest compared OMol25 entry of this formula, charge and spin) (kJ/mol): 79.0
E_tot (eV): -67981.16114
Net charge: +1

Entry 4:
One molecule with the formula C4H9NO2S. Source: the OMol25 dataset; level of theory: wB97M-V/def2-TZVPD.

Last column: natural (NBO) charge in e.
Element x y z (Å)
C -0.2263 0.4746 0.2948  -0.17
H 0.8040 -1.1667 0.8307  0.36
H -0.8753 -2.6374 0.6957  0.20
C 0.9643 1.3959 0.5277  -0.50
H 1.8850 0.8500 0.6635  0.23
C -0.3869 0.1093 -1.1796  0.78
N -0.0428 -0.7001 1.1267  -0.61
H -1.1593 0.9138 0.6027  0.22
H 1.8401 1.8863 -1.6651  0.12
H -1.9217 -1.2953 0.3730  0.19
H 0.5607 -0.8512 -2.5358  0.50
H -1.6449 -1.6955 2.0460  0.20
O -1.2962 0.3714 -1.9115  -0.57
O 0.6645 -0.6578 -1.5854  -0.72
C -1.1731 -1.6608 1.0666  -0.43
S 1.2368 2.6664 -0.7575  -0.04
H 0.7710 1.9971 1.4073  0.24

HOMO-LUMO gap (eV): 9.85
Highest occupied orbital energy (Eh): -0.340
Relative energy (zero: lowest compared OMol25 entry of this formula, charge and spin) (kJ/mol): 71.3
E_tot (eV): -20714.29346
Structure (SMILES): CN[C@@H](CS)C(=O)O

Maximum force, record by record: 3.1 3.3 2.2 1.0 eV/A